The following is a DFT calculation (wB97M-V/def2-TZVPD) of a molecular structure, C24H50BMg2N2O24 in a non-equilibrium geometry.

## Properties
- DFT total energy (hartree) = -3284.55282
- charge = +1
- highest occupied orbital energy (eV) = -10.66
- Kohn-Sham gap (eV) = 8.27

Element x y z (Å)
Mg (-0.5888, 1.6265, -2.9628)
Mg (2.1506, -1.5766, 1.2301)
O (-1.8983, -6.1052, -4.9126)
C (-1.0352, -5.9150, -4.0578)
O (-0.3005, -4.8595, -3.8578)
B (0.6356, -5.0110, -2.6829)
O (0.4454, -6.4418, -2.3174)
C (-0.4747, -7.0009, -3.0763)
O (-0.8820, -8.1702, -3.0484)
O (0.3664, -4.1168, -1.5351)
C (1.5653, -3.6721, -1.1183)
O (1.8282, -3.0353, -0.0881)
C (2.6107, -4.0751, -2.1740)
O (2.0237, -4.7613, -3.1088)
O (3.8047, -3.7273, -2.1362)
N (1.4651, -0.3523, -4.2972)
O (1.5494, -0.7549, -5.4785)
O (2.1378, -0.9297, -3.4505)
O (0.6804, 0.5455, -4.0027)
N (0.0463, 0.2374, -0.1577)
O (-0.8865, 0.2973, 0.5631)
O (1.0254, -0.4100, 0.1224)
O (0.0084, 0.8468, -1.2386)
C (-5.5275, 3.7381, 5.3132)
O (-5.9312, 3.2852, 4.0310)
C (-5.6120, 1.9269, 3.7474)
C (-5.6605, 1.6962, 2.2209)
O (-4.6191, 2.4646, 1.5435)
C (-3.3406, 1.9770, 1.8386)
H (-6.3125, 3.3952, 5.9872)
H (-5.5889, 4.8253, 5.2647)
H (-4.5012, 3.6026, 5.6542)
H (-6.2477, 1.2678, 4.3388)
H (-4.5751, 1.6848, 3.9805)
H (-6.6043, 2.0897, 1.8433)
H (-5.7900, 0.6348, 2.0090)
H (-2.9356, 2.6217, 2.6187)
H (-2.7969, 2.1246, 0.9055)
H (-3.2785, 0.9223, 2.1065)
C (-0.4460, -2.7566, 2.2216)
O (0.7750, -2.0862, 2.5047)
C (0.6509, -1.0446, 3.4401)
C (2.0590, -0.5051, 3.8332)
O (2.6670, -0.2315, 2.5399)
C (3.2220, 1.0379, 2.5447)
H (-1.0728, -2.9973, 3.0803)
H (-0.0558, -3.7318, 1.9307)
H (-1.0236, -2.4096, 1.3648)
H (0.1679, -1.3797, 4.3580)
H (0.0657, -0.2349, 3.0041)
H (2.7452, -1.2344, 4.2637)
H (2.0219, 0.3040, 4.5627)
H (2.5164, 1.8681, 2.5124)
H (3.7866, 1.2181, 1.6299)
H (3.8635, 1.1852, 3.4135)
C (-1.8849, -1.3540, -3.3308)
O (-1.9512, 0.0885, -3.0740)
C (-3.0788, 0.3082, -2.2206)
C (-3.3224, 1.8551, -2.2710)
O (-2.0551, 2.6086, -2.1822)
C (-2.3361, 3.9767, -1.8860)
H (-2.8077, -1.8851, -3.5645)
H (-1.4198, -1.9712, -2.5622)
H (-1.3264, -1.4374, -4.2632)
H (-2.9291, -0.1078, -1.2243)
H (-3.8889, -0.2869, -2.6423)
H (-3.9152, 2.1568, -1.4075)
H (-3.8755, 2.1574, -3.1603)
H (-1.4558, 4.6182, -1.8454)
H (-2.8918, 4.1066, -0.9573)
H (-2.9354, 4.3642, -2.7098)
C (0.3239, 3.5772, 1.2530)
O (0.4700, 3.2062, -0.1378)
C (1.6121, 3.7318, -0.8311)
C (1.8384, 3.1134, -2.2460)
O (0.6133, 3.1953, -2.9416)
C (0.7111, 4.2463, -3.9257)
H (-0.5182, 3.1602, 1.8054)
H (0.1424, 4.6499, 1.3204)
H (1.2299, 3.3455, 1.8129)
H (2.4403, 3.5510, -0.1458)
H (1.4816, 4.8104, -0.9185)
H (2.1804, 2.0837, -2.1417)
H (2.7072, 3.5677, -2.7225)
H (1.3443, 5.0501, -3.5499)
H (-0.2305, 4.6661, -4.2794)
H (1.3397, 3.8502, -4.7233)
C (4.0703, -0.4024, -1.0254)
O (3.8016, -1.1644, 0.1376)
C (4.9695, -1.7509, 0.7019)
C (4.5553, -3.0383, 1.4268)
O (3.3513, -2.8217, 2.1001)
C (2.8781, -3.9946, 2.7514)
H (4.4713, -1.0685, -1.7895)
H (4.9233, 0.2399, -0.8066)
H (3.2813, 0.2500, -1.3995)
H (5.4024, -1.0573, 1.4228)
H (5.8086, -1.9395, 0.0322)
H (5.3688, -3.4274, 2.0392)
H (4.4108, -3.8382, 0.7006)
H (3.6775, -4.6123, 3.1608)
H (2.4232, -4.5779, 1.9509)
H (2.0960, -3.6958, 3.4493)